91
Properties=species:S:1:pos:R:3:lowdin_charge:R:1 method="wB97M-V/def2-TZVPD" total_charge=+1 energy_ha=-7001.1581 e_homo_ev=-10.29 largest_force_ev_per_a=1.0 spin_multiplicity=1
Bi -0.578 -0.756 -0.075 1.62
Ge 1.829 1.032 -1.579 0.75
Ge 1.618 3.091 -0.199 0.89
S -1.147 -5.481 -0.975 1.17
S -0.682 0.966 1.903 0.59
Si 0.801 1.136 5.200 0.51
N -0.177 -3.112 -0.823 -0.06
N 0.882 -1.075 1.604 -0.17
C 0.568 0.608 -3.075 -0.42
C 1.230 0.736 -4.450 -0.17
C 3.028 -0.470 -1.046 -0.39
C -1.913 -3.464 0.826 -0.27
C -3.646 -2.548 2.779 -0.06
C 4.703 4.908 -2.737 -0.03
C 2.212 -0.967 3.956 -0.05
C 0.012 -5.009 -2.175 -0.45
C 1.391 -5.132 -4.103 -0.06
C -0.167 3.898 -0.406 -0.37
C 0.489 -5.743 -3.256 -0.07
C 3.338 5.898 -1.039 -0.07
C 0.424 -3.694 -1.942 -0.29
C -1.953 -2.093 1.119 -0.30
C -0.686 2.223 4.925 -0.20
C 3.045 2.381 -2.338 -0.24
C 2.330 2.967 1.634 -0.36
C -0.225 5.428 -0.320 -0.17
C 2.547 -1.944 3.018 -0.03
C 3.679 4.778 -1.796 -0.24
C 2.316 2.177 5.500 -0.15
C 0.559 -0.104 2.497 -0.70
C -2.727 -4.362 1.512 -0.04
C -3.599 -3.902 2.483 -0.05
C 4.112 -0.738 -2.094 -0.17
C 1.805 -3.814 -3.883 -0.05
C 0.448 -0.027 6.617 -0.17
C 4.991 7.227 -2.159 -0.08
C 2.954 3.502 -1.599 -0.34
C -2.821 -1.651 2.109 -0.13
C -1.037 -3.915 -0.259 -0.54
C 3.010 4.250 2.130 -0.16
C 1.834 -1.986 1.850 -0.12
C 1.327 -3.086 -2.813 -0.01
C 1.204 -0.034 3.742 -0.22
C 5.351 6.118 -2.916 -0.07
C 3.981 7.114 -1.216 -0.07
H 3.465 4.094 3.110 0.06
H -0.812 3.447 0.351 0.02
H 5.498 8.172 -2.304 0.11
H 1.295 -0.675 6.853 0.03
H 3.693 7.971 -0.621 0.11
H 2.549 5.811 -0.300 0.07
H 0.510 0.545 -5.247 0.07
H 1.638 -2.064 -2.651 0.07
H 2.054 0.028 -4.566 0.06
H -4.244 -4.595 3.005 0.12
H 2.757 -0.945 4.894 0.11
H -1.585 1.636 4.728 0.02
H 3.236 1.589 5.510 0.04
H 2.419 2.951 4.734 0.01
H 4.705 -1.616 -1.831 0.07
H 1.997 -2.737 1.088 0.12
H -0.527 3.572 -1.385 0.05
H -2.678 -5.420 1.283 0.10
H 5.000 4.052 -3.331 0.10
H 3.489 -0.159 -0.105 0.06
H 3.690 -0.907 -3.088 0.05
H -0.860 2.811 5.830 0.04
H 3.052 2.146 1.622 0.06
H 0.396 5.891 -1.087 0.06
H 0.154 -6.756 -3.435 0.12
H 3.799 4.569 1.448 0.06
H -4.336 -2.182 3.530 0.11
H 1.515 2.675 2.299 0.01
H -1.248 5.779 -0.470 0.07
H 2.469 -1.386 -0.831 0.00
H -0.409 -0.664 6.388 0.04
H -2.866 -0.599 2.360 0.06
H 6.140 6.200 -3.653 0.11
H 3.701 2.310 -3.206 0.06
H -0.552 2.917 4.094 0.01
H 3.338 -2.655 3.204 0.12
H 2.236 2.682 6.467 0.04
H 0.208 0.539 7.521 0.04
H -0.240 1.342 -2.989 0.05
H 1.632 1.739 -4.594 0.06
H 2.296 5.072 2.223 0.07
H 0.109 5.790 0.654 0.06
H 1.780 -5.680 -4.951 0.11
H 2.513 -3.357 -4.561 0.11
H 0.107 -0.378 -2.975 0.00
H 4.786 0.116 -2.170 0.07